No. 1
7
Properties=species:S:1:pos:R:3:lowdin_spin:R:1 method="wB97M-V/def2-TZVPD" largest_force_ev_per_a=1.8 multiplicity=3 e_homo_ev="-9.08 / -10.88" mol_weight_g_mol=208.83 total_charge=0 orbital_gap_ev="9.430 / 8.950"
C 1.591 0.880 0.473 0.62
N -0.816 -1.405 0.050 0.43
O -0.975 -0.420 0.653 0.28
O -1.547 -2.307 -0.160 0.29
Cl 1.222 0.699 2.154 0.12
Cl 2.435 2.349 0.131 0.13
Br 2.361 -0.702 -0.136 0.13

No. 2
8
Properties=species:S:1:pos:R:3:lowdin_spin:R:1 method="wB97M-V/def2-TZVPD" largest_force_ev_per_a=4.0 multiplicity=3 e_homo_ev="-2.27 / -6.27" mol_weight_g_mol=242.88 total_charge=-1 orbital_gap_ev="5.412 / 7.002"
C 1.321 -0.569 0.131 0.08
O -2.079 1.005 1.016 0.45
O -1.552 0.489 -1.319 0.38
O 0.178 -0.553 0.678 0.17
S -1.057 0.979 -0.079 0.76
Cl 2.632 -1.299 1.011 0.02
Cl 1.586 -1.161 -1.628 0.00
Br 2.025 1.452 -0.069 0.14

No. 3
7
Properties=species:S:1:pos:R:3:lowdin_charge:R:1 method="wB97M-V/def2-TZVPD" largest_force_ev_per_a=4.0 e_homo_ev="-10.35 / -8.42" mol_weight_g_mol=192.37 total_charge=0 orbital_gap_ev="10.034 / 6.368"
C -1.274 -0.926 1.093 -1.24
N 1.292 0.876 -0.877 -0.13
O 0.254 0.791 -0.209 -0.13
O 1.492 1.205 -2.010 0.10
F -0.321 -1.846 0.886 -0.08
Cl -2.225 -0.960 2.493 0.66
Br -1.995 -0.389 -0.529 0.82